[1]
# C3H15N2O2

A 3-piece molecular cluster, C3H15N2O2 overall at a distorted geometry (ωB97M-V with the def2-TZVPD basis set, the OMol25 dataset).

Each line ends with the natural charge from an NBO analysis.
Atoms and positions in Å:
N1 -0.9509 -0.0696 0.1779  -0.7054
C1 -0.5491 0.8776 1.2392  -0.0515
C2 -0.8652 2.3855 1.1184  -0.6621
C3 1.0897 0.8095 1.6438  -0.3272
N2 1.1428 0.1624 2.9508  -0.2082
H1 -1.8460 0.2995 -0.3991  0.4978
H2 -1.1899 -1.0380 0.4720  0.4928
H3 -0.1033 0.0051 -0.4075  0.4614
H4 -1.0846 0.5152 2.1511  0.2304
H5 -0.0007 2.9153 0.6395  0.2395
H6 -0.6688 3.0119 2.0722  0.2816
H7 -1.8202 2.6295 0.7264  0.2670
H8 1.5556 0.1028 0.8173  0.2658
H9 1.5093 1.8339 1.5521  0.3377
H10 2.1576 -0.0414 3.2030  0.4519
H11 0.8055 0.7938 3.6690  0.4230
H12 -0.0310 -0.5243 -4.4706  0.4900
H13 1.1891 -1.2985 -4.4524  0.4924
O1 0.4159 -1.2007 -3.9960  -0.9453
H14 -0.6991 -3.1688 -2.2743  0.4864
H15 -0.0795 -1.9500 -2.6211  0.4921
O2 -0.3020 -2.4456 -1.8274  -1.0102

Cartesian forces, eV/Å:
-1.13 1.86 -2.12
0.36 1.28 4.34
2.71 1.16 0.75
-2.79 -3.76 -3.02
4.03 3.23 -1.03
2.50 -0.93 1.38
0.62 0.41 -0.31
-1.00 -1.27 -0.97
0.34 0.24 -0.62
-1.07 -0.57 -1.03
-1.05 -1.79 -0.61
-0.75 0.28 -0.44
-0.18 1.47 1.95
0.06 -0.38 0.73
-1.36 -1.19 -0.10
-1.22 -0.43 0.84
-0.93 0.88 -0.63
3.45 -0.77 -1.78
-2.41 0.22 1.95
-0.82 -1.65 0.00
0.60 0.76 -0.34
0.04 0.96 1.06

## Properties
relative energy (zero: lowest compared OMol25 entry of this formula, charge and spin): 44.3 kcal per mole
HOMO (alpha / beta): -17.1 / -17.1 eV
charge: +2
2S+1: 2
E_tot: -382.5000 a.u.

***

[2]
# C3H15N2O3

A 4-piece molecular cluster, C3H15N2O3 overall at a distorted geometry (ωB97M-V with the def2-TZVPD basis set, the OMol25 dataset).

Each line ends with the natural charge from an NBO analysis.
Atoms and positions in Å:
N1 -0.4529 -1.8828 0.7513  -1.0893
C1 0.3629 1.2112 1.3338  -0.1062
C2 -0.5239 2.3894 0.9087  -0.1531
O1 -1.5377 2.0003 -0.1700  -0.7688
C3 1.6337 1.1793 0.5349  -0.3043
N2 1.9990 -0.0137 -0.2586  -0.8593
H1 -1.5118 -1.8462 0.8134  0.3653
H2 -0.2078 -0.9034 0.8495  0.3701
H3 -0.1053 -2.4625 1.5383  0.3706
H4 0.4552 0.9796 2.4364  0.1905
H5 -0.8964 2.9788 1.7395  0.1843
H6 -0.0557 3.1195 0.2633  0.1918
H7 -2.4096 2.3830 0.0895  0.4758
H8 2.5080 1.3970 1.1634  0.2087
H9 1.7200 2.1135 -0.2200  0.1844
H10 2.3513 -0.7975 0.2958  0.3687
H11 1.2945 -0.3399 -1.0131  0.3897
H12 -0.1461 -4.3672 -1.6865  0.4581
H13 -0.1442 -2.8627 -1.0467  0.5138
O2 0.4381 -3.7052 -1.3376  -0.9915
H14 -1.3419 0.3593 -1.8000  0.4816
H15 -2.0021 -0.4673 -3.0278  0.4797
O3 -1.4272 -0.4624 -2.1574  -0.9606

Cartesian forces, eV/Å:
-2.07 -0.34 0.36
0.22 2.22 0.30
-0.66 -0.71 -1.51
-0.70 0.25 1.99
1.36 0.98 -2.32
-1.13 -0.45 -1.12
1.67 -0.38 -0.02
0.43 -0.16 0.24
-0.30 0.81 -0.69
-0.47 0.01 -1.40
-0.86 -0.43 0.19
1.34 0.06 0.47
1.00 -0.57 -0.27
-0.22 -0.32 0.28
-0.71 -2.06 1.52
-0.52 0.36 -0.36
1.48 0.75 2.10
-0.58 -0.22 -0.23
1.77 -2.78 -0.61
-1.05 2.91 0.94
-0.07 3.98 1.29
1.91 0.54 2.95
-1.84 -4.46 -4.09

## Properties
relative energy (zero: lowest compared OMol25 entry of this formula, charge and spin): 41.6 kcal per mole
HOMO (alpha / beta): -8.9 / -8.9 eV
2S+1: 2
E_tot: -458.3872 a.u.

***

[3]
# C3H15N3O2

A 3-piece molecular cluster, C3H15N3O2 overall at a distorted geometry (ωB97M-V with the def2-TZVPD basis set, the OMol25 dataset).

Each line ends with the natural charge from an NBO analysis.
Atoms and positions in Å:
N1 -0.3879 -1.2983 -0.5638  -0.8759
C1 0.3875 -1.3752 0.6328  -0.2509
C2 0.6043 0.0057 1.4636  -0.2165
N2 0.8908 1.1813 0.6279  -0.6747
C3 -0.1391 1.7216 -0.4177  -0.0650
N3 -0.0039 3.2280 -0.4430  -0.8459
H1 -1.4033 -0.9365 -0.4993  0.3797
H2 -0.3214 -2.1670 -0.9810  0.3582
H3 1.3397 -1.8925 0.5039  0.1947
H4 -0.2933 -1.9347 1.2550  0.1796
H5 -0.3773 0.3017 2.0100  0.1699
H6 1.4834 -0.1885 2.1543  0.2066
H7 1.6855 0.8249 0.0386  0.3598
H8 -1.2182 1.3813 -0.0213  0.1566
H9 -0.0526 1.2553 -1.4874  0.2046
H10 -0.2559 3.5880 0.4670  0.3619
H11 0.9267 3.3897 -0.7254  0.3570
O1 2.0313 -0.6110 -2.2177  -0.9414
H12 2.2807 -0.3393 -3.1560  0.4614
H13 1.1546 -1.0014 -2.4748  0.4777
O2 -2.8866 -2.1648 1.2909  -0.9276
H14 -3.7150 -2.5401 1.1456  0.4689
H15 -3.0005 -1.4244 1.7659  0.4614

Cartesian forces, eV/Å:
-1.30 3.42 -1.24
-1.18 1.48 2.62
-1.56 -0.43 -1.03
0.92 -0.64 -2.34
-1.03 -0.65 1.33
-2.13 -2.75 -0.66
2.48 -1.28 0.28
-0.58 -1.96 -1.16
-0.16 0.14 -0.32
0.65 -0.82 1.30
1.65 -0.92 -0.41
-1.28 0.50 -0.51
-0.74 0.90 0.53
2.23 1.07 -0.83
0.23 0.99 2.13
0.61 0.06 0.00
1.13 0.69 0.17
-0.83 -0.03 -3.02
0.22 -0.23 1.88
0.73 0.41 1.26
2.77 -3.18 -2.36
-2.12 -0.93 -0.33
-0.70 4.14 2.73

## Properties
relative energy (zero: lowest compared OMol25 entry of this formula, charge and spin): 44.7 kcal per mole
HOMO: -8.1 eV
structure (SMILES): NCCNCN.O.O
E_tot: -437.9562 a.u.

***

[4]
# C3H15N3O4

A 4-piece molecular cluster, C3H15N3O4 overall at a distorted geometry (ωB97M-V with the def2-TZVPD basis set, the OMol25 dataset).

Each line ends with the natural charge from an NBO analysis.
Atoms and positions in Å:
N1 1.8183 1.9468 0.1964  -0.8569
C1 1.6335 1.4752 -1.1841  -0.2398
C2 0.6745 0.2977 -1.1434  -0.2353
N2 -0.6757 0.6801 -0.6733  -0.6864
C3 -1.0756 0.5028 0.6355  0.7713
N3 -0.8592 -0.7337 1.1532  -0.8692
O1 -1.6049 1.4040 1.2758  -0.6806
H1 2.4295 2.7361 0.2388  0.3621
H2 0.9402 2.1398 0.6510  0.3636
H3 2.5454 0.9584 -1.4915  0.2066
H4 1.2876 2.3291 -1.7589  0.1771
H5 0.5445 -0.1358 -2.1400  0.1950
H6 1.0364 -0.4901 -0.4844  0.2339
H7 -0.9101 1.5894 -1.0310  0.3914
H8 -0.8671 -0.6959 2.1630  0.4289
H9 -0.7681 -1.5642 0.6072  0.4219
O2 -0.2903 0.1886 4.0416  -0.9527
H10 -0.4333 0.9626 3.4804  0.4873
H11 0.6566 0.1469 4.2014  0.4737
O3 -1.8190 -1.6980 -2.3388  -0.9576
H12 -2.4475 -2.2834 -1.8985  0.4727
H13 -1.8059 -0.9231 -1.7549  0.4895
O4 0.2475 -2.8236 -0.6276  -0.9649
H14 -0.1219 -2.3104 -1.3681  0.4935
H15 -0.1355 -3.6996 -0.7495  0.4749

Cartesian forces, eV/Å:
0.27 -0.94 -0.04
-0.12 -0.74 1.77
-1.11 -0.10 -0.29
0.38 -0.23 -0.83
-0.16 -0.13 0.25
-0.24 1.25 0.53
0.27 0.13 0.10
0.12 0.46 0.12
-0.13 0.31 0.01
0.30 0.89 -0.50
0.10 -0.35 -1.01
0.26 0.07 -0.04
0.24 0.18 0.01
-0.40 0.29 0.20
-0.13 -0.74 0.04
0.52 -0.38 -0.08
-0.11 -0.02 -0.12
-0.04 0.04 0.05
0.04 0.06 -0.05
-0.05 -0.05 0.36
-0.02 -0.03 -0.20
0.10 0.30 -0.12
-0.18 0.00 -0.16
-0.01 -0.27 -0.01
0.12 0.00 0.03

## Properties
HOMO: -9.4 eV
structure (SMILES): NCCNC(N)=O.O.O.O
E_tot: -588.5633 a.u.

***

[5]
# C3H15NO3

A 4-piece molecular cluster, C3H15NO3 overall at a distorted geometry (ωB97M-V with the def2-TZVPD basis set, the OMol25 dataset).

Each line ends with the natural charge from an NBO analysis.
Atoms and positions in Å:
C1 -1.1671 2.2104 -1.7115  -0.6278
C2 -0.3641 1.4802 -0.4915  -0.2073
N1 0.6063 0.4759 -1.0258  -0.6563
C3 0.0092 -0.5442 -1.9524  -0.4200
H1 -1.1939 3.2406 -1.5063  0.2091
H2 -2.2008 1.8872 -1.9049  0.2091
H3 -0.5757 2.0961 -2.6413  0.2117
H4 -0.9921 1.1736 0.3144  0.1754
H5 0.2091 2.3411 0.0273  0.1746
H6 1.2323 0.0720 -0.3235  0.3636
H7 -0.3851 0.0010 -2.7850  0.1966
H8 0.6227 -1.4197 -2.1519  0.2076
H9 -0.8873 -1.0013 -1.4770  0.1633
O1 1.9125 -3.7187 1.9513  -0.9407
H10 1.9387 -2.8290 1.7111  0.4673
H11 2.1328 -4.2794 1.1625  0.4737
O2 -3.5626 -3.1358 2.9402  -0.9460
H12 -3.1265 -3.2993 3.7262  0.4703
H13 -4.3351 -3.7197 2.8115  0.4758
O3 3.4197 2.7450 1.3801  -0.9499
H14 4.0077 3.5041 1.1873  0.4759
H15 2.6994 2.7199 0.7593  0.4743

Cartesian forces, eV/Å:
1.09 -2.00 0.59
1.31 1.99 -1.56
-0.29 -0.09 -0.31
-1.09 0.42 2.55
-0.13 1.39 0.34
0.45 -0.25 0.27
-0.30 0.00 0.53
-0.95 -0.88 0.28
-0.37 -1.35 -0.99
-0.69 0.23 -0.27
0.27 -0.17 -0.91
0.57 0.58 -0.37
0.16 0.15 -0.10
0.18 -3.29 -0.20
0.15 2.13 -0.89
-0.32 1.16 1.10
-1.88 0.52 -3.08
1.00 -0.89 2.50
0.88 0.37 0.57
1.02 0.36 0.61
-0.85 -0.70 -0.11
-0.20 0.31 -0.53

## Properties
relative energy (zero: lowest compared OMol25 entry of this formula, charge and spin): 50.3 kcal per mole
HOMO: -8.6 eV
structure (SMILES): CCNC.O.O.O
E_tot: -403.7070 a.u.